20
Properties=species:S:1:pos:R:3:forces:R:3 method="wB97M-V/def2-TZVPD" de_lowest_kcal_mol=86.3 e_homo_ev=-12.5 fmax_ev_per_a=3.24 total_energy_ha=-344.62934 lumo_ev=-3.975 multiplicity=1 homo_lumo_gap_ha=0.3120 molar_mass_g_mol=105.2 total_charge=+1
C 0.334 1.699 -2.351 -0.3 -0.6 -0.7
C 0.803 0.547 -1.425 -1.8 2.6 0.6
C -0.255 -0.048 -0.482 1.2 2.8 0.3
C 0.264 -0.531 0.719 -0.9 -1.3 -0.6
N -0.083 -1.944 1.095 -0.2 0.4 0.7
N -1.500 0.295 -0.805 -0.3 -1.4 -0.4
H -0.039 2.598 -1.857 0.1 -0.2 0.3
H -0.426 1.361 -3.055 -0.2 0.0 -0.2
H 1.163 2.013 -2.983 0.1 0.0 0.1
H 1.436 1.160 -0.773 1.1 -1.4 0.0
H 1.127 -0.291 -2.038 0.9 0.1 0.4
H 1.091 -0.081 1.243 0.6 -0.6 -0.7
H 0.602 -2.298 1.768 0.0 0.1 0.1
H -1.004 -2.124 1.508 0.0 0.1 0.0
H 0.008 -2.510 0.259 0.0 -0.4 0.0
H -2.318 -0.154 -0.443 -0.3 0.1 0.4
H -1.642 0.959 -1.551 0.0 -0.4 -0.3
H -0.308 -0.285 3.109 -0.3 0.1 0.1
H 0.740 0.133 4.067 0.0 -0.1 0.5
O 0.009 -0.496 3.997 0.3 0.1 -0.7


20
Properties=species:S:1:pos:R:3:forces:R:3 method="wB97M-V/def2-TZVPD" de_lowest_kcal_mol=66.7 e_homo_ev=-12.1 fmax_ev_per_a=2.23 total_energy_ha=-344.66051 lumo_ev=-3.461 multiplicity=1 homo_lumo_gap_ha=0.3171 molar_mass_g_mol=105.2 total_charge=+1
C -0.602 0.707 1.273 -0.9 -0.1 -1.6
C -1.551 1.328 0.229 1.0 0.1 0.0
C -0.807 1.740 -1.025 0.5 -0.2 -0.6
C 0.522 1.923 -1.138 -1.3 1.8 -0.2
N 1.207 2.096 -2.337 0.2 -0.1 0.8
N -0.254 -0.690 0.762 0.1 1.3 -0.3
H 0.312 1.238 1.210 0.9 0.4 0.6
H -0.980 0.639 2.285 -0.1 -0.1 0.0
H -2.062 2.165 0.701 -0.5 -0.2 -0.1
H -2.184 0.521 -0.147 -0.9 0.4 0.5
H -1.383 1.860 -1.941 -0.2 -0.7 0.1
H 0.945 2.461 -0.287 0.9 -1.2 0.4
H 0.739 2.600 -3.076 0.1 -0.1 -0.1
H 2.149 2.397 -2.145 0.0 0.2 -0.6
H 0.181 -1.151 1.530 0.3 -1.2 0.5
H 0.418 -0.607 -0.007 0.0 0.1 0.0
H -1.070 -1.150 0.363 -0.1 -0.4 0.5
H 1.786 -6.285 0.599 0.4 -0.1 -0.2
H 0.857 -5.963 1.711 0.3 0.1 0.3
O 1.777 -5.827 1.442 -0.7 0.1 0.0


20
Properties=species:S:1:pos:R:3:forces:R:3 method="wB97M-V/def2-TZVPD" de_lowest_kcal_mol=35.0 e_homo_ev=-13.6 fmax_ev_per_a=3.63 total_energy_ha=-344.71108 lumo_ev=-3.196 multiplicity=1 homo_lumo_gap_ha=0.3813 molar_mass_g_mol=105.2 total_charge=+1
C 1.339 -2.640 -0.516 -0.2 -1.2 -0.9
C 1.753 -1.321 -0.002 2.1 0.6 1.8
O 1.180 -0.303 -0.344 -0.4 0.6 -0.5
N 2.868 -1.237 0.866 -2.0 -0.4 -1.9
H 0.556 -2.447 -1.287 0.7 -0.6 0.7
H 1.033 -3.371 0.217 -1.0 0.4 0.8
H 3.137 -0.335 1.189 -0.1 0.5 0.2
H 2.989 -1.989 1.494 0.5 -0.8 0.5
H 2.143 -3.306 -0.866 0.3 1.0 -0.7
C -1.255 1.069 0.352 -0.9 -1.3 1.0
C -2.474 2.001 0.594 0.0 -2.2 1.1
N -0.873 1.412 -1.018 1.6 1.5 -2.8
H -0.518 1.267 1.144 0.4 0.6 -1.0
H -1.209 -0.060 0.415 -1.4 1.2 -0.2
H -2.945 1.659 1.512 0.1 0.5 0.4
H -3.266 1.847 -0.123 0.0 0.2 -0.6
H -0.235 2.218 -0.951 0.0 -0.3 -0.4
H -0.447 0.774 -1.713 0.7 -0.7 1.5
H -1.632 1.732 -1.643 -0.4 0.2 1.1
H -2.144 3.030 0.681 -0.1 0.1 -0.1


20
Properties=species:S:1:pos:R:3:forces:R:3 method="wB97M-V/def2-TZVPD" de_lowest_kcal_mol=78.8 e_homo_ev=-14.8 fmax_ev_per_a=5.76 total_energy_ha=-344.64125 lumo_ev=-3.706 multiplicity=1 homo_lumo_gap_ha=0.4062 molar_mass_g_mol=105.2 total_charge=+1
C 1.608 0.165 0.642 4.1 4.1 0.4
C 1.177 1.140 -0.479 -1.3 0.6 -1.5
C -0.277 1.652 -0.291 -0.3 -1.5 2.3
N -1.195 0.421 -0.546 1.9 2.1 -0.2
C -0.577 -0.534 -1.185 -0.1 -4.1 -3.0
N -0.881 -1.852 -1.031 1.4 1.2 -1.5
H 1.564 0.627 1.737 0.6 -0.5 -2.4
H 1.113 -0.692 0.770 -2.3 -3.3 -0.3
H 2.675 -0.150 0.303 -1.5 0.6 1.3
H 1.680 2.109 -0.517 0.9 -0.5 0.2
H 1.264 0.658 -1.532 0.6 1.4 2.1
H -0.267 1.894 0.882 -0.8 -0.4 -2.6
H -0.672 2.485 -0.876 0.5 0.0 0.1
H -2.077 0.401 -0.036 0.5 -0.9 -0.1
H 0.205 -0.448 -2.119 -2.2 0.4 2.9
H -0.456 -2.678 -1.555 -0.8 2.1 0.9
H -1.527 -2.014 -0.313 -1.0 -0.9 1.2
H -1.504 -0.553 2.547 -0.3 -2.1 -2.2
H -0.422 -1.388 1.832 -2.3 0.0 -0.3
O -1.430 -1.245 1.767 2.4 2.0 2.7


20
Properties=species:S:1:pos:R:3:forces:R:3 method="wB97M-V/def2-TZVPD" de_lowest_kcal_mol=67.5 e_homo_ev=-13.9 fmax_ev_per_a=2.75 total_energy_ha=-344.65930 lumo_ev=-3.192 multiplicity=1 homo_lumo_gap_ha=0.3925 molar_mass_g_mol=105.2 total_charge=+1
C -1.459 -2.433 -0.487 -1.0 1.7 1.7
C -1.013 -1.460 0.674 0.4 -0.6 -1.3
C 0.264 -0.705 0.340 -0.3 0.8 0.8
C 0.477 0.063 -0.758 -0.5 -0.5 1.3
N 1.395 1.211 -0.475 1.3 -1.7 -1.7
N 1.204 -0.524 1.433 -0.4 0.2 0.1
H -0.651 -2.495 -1.197 -0.1 -0.5 -0.4
H -1.796 -3.369 -0.050 0.4 -0.2 -0.3
H -2.359 -1.941 -0.862 0.2 -0.4 -0.8
H -1.718 -0.645 0.875 -0.2 -0.2 -0.4
H -0.997 -1.977 1.626 0.7 -0.2 0.1
H 0.272 -0.178 -1.791 -0.7 0.5 0.1
H 1.494 1.938 -1.185 -0.6 0.0 -0.1
H 2.261 0.656 -0.513 0.5 1.0 1.0
H 1.203 1.646 0.419 0.3 0.0 0.2
H 0.766 -0.069 2.236 -0.1 0.1 -0.1
H 1.383 -1.459 1.802 0.2 0.1 -0.2
H -0.054 4.663 -0.721 0.2 0.4 0.1
H -0.731 3.342 -0.855 -0.8 -0.4 -0.3
O 0.059 3.736 -0.512 0.6 -0.2 0.1


20
Properties=species:S:1:pos:R:3:forces:R:3 method="wB97M-V/def2-TZVPD" de_lowest_kcal_mol=32.0 e_homo_ev=-13.8 fmax_ev_per_a=0.88 total_energy_ha=-344.71586 lumo_ev=-3.025 multiplicity=1 homo_lumo_gap_ha=0.3954 molar_mass_g_mol=105.2 total_charge=+1
C -2.223 2.024 0.725 0.8 0.0 0.0
C -0.731 1.872 0.335 -0.7 -0.4 0.4
C -0.329 0.433 0.181 0.0 0.5 0.1
C 0.577 -0.135 0.960 0.1 -0.5 0.4
N 0.946 -1.543 0.712 -0.5 -0.6 -0.3
N -0.930 -0.357 -0.844 0.1 -0.2 0.0
H -2.432 1.475 1.646 -0.1 0.0 -0.1
H -2.876 1.691 -0.071 -0.2 -0.1 -0.1
H -2.399 3.080 0.902 -0.2 0.1 0.0
H -0.153 2.355 1.125 0.3 0.0 -0.4
H -0.573 2.335 -0.640 0.2 0.3 0.1
H 1.072 0.282 1.830 -0.1 0.2 -0.3
H 1.388 -1.977 1.516 0.0 0.0 0.1
H 0.129 -2.108 0.445 0.0 0.3 0.3
H 1.556 -1.656 -0.127 0.3 0.3 -0.1
H -1.011 0.179 -1.698 0.0 0.1 -0.2
H -1.883 -0.597 -0.594 -0.1 -0.1 0.1
H 1.909 -1.517 -2.503 0.2 -0.1 0.2
H 3.263 -1.792 -1.764 -0.1 0.0 -0.2
O 2.318 -1.649 -1.636 0.0 0.0 0.0